The following is a DFT calculation (ωB97M-V/def2-TZVPD) of a molecular structure, C40H96BF10N6O10S2.

Output
total charge: +3
electronic energy: -121952.073 eV
HOMO level: -15.177 eV
LUMO: -0.1861 Eh

Structure (XYZ):
```
165
Properties=species:S:1:pos:R:3:mulliken_charge:R:1
B -0.949 -1.498 1.076 -0.05
F -0.546 -2.733 1.577 -0.25
F 0.152 -0.688 0.769 -0.10
F -1.637 -1.820 -0.159 -0.50
F -1.844 -0.864 1.944 -0.18
C -2.943 -4.451 -1.962 -1.26
C -2.499 -5.774 -1.459 -0.40
N -1.943 -5.869 -0.067 0.56
C -0.575 -5.347 -0.059 -1.28
C -2.812 -5.057 0.709 -0.83
C -4.256 -5.491 0.694 -1.74
C -1.835 -7.414 0.182 -0.90
C -1.245 -7.809 1.478 -0.64
O -2.166 -7.425 2.480 -0.20
C -1.735 -7.772 3.796 -0.88
H -2.142 -3.735 -1.961 0.20
H -3.785 -4.064 -1.440 0.24
H -3.265 -4.661 -2.949 0.51
H -1.687 -6.169 -2.110 0.55
H -3.286 -6.524 -1.577 0.47
H -0.478 -4.401 -0.562 0.48
H 0.054 -5.989 -0.654 0.31
H -0.225 -5.199 0.951 0.43
H -2.597 -4.034 0.349 0.53
H -2.443 -5.028 1.694 0.90
H -4.851 -5.194 -0.161 0.39
H -4.657 -4.938 1.530 0.43
H -4.490 -6.559 0.776 0.30
H -1.256 -7.776 -0.637 0.55
H -2.834 -7.793 0.117 0.36
H -0.255 -7.402 1.718 0.44
H -1.145 -8.905 1.317 0.44
H -0.753 -7.369 3.979 0.34
H -1.583 -8.817 3.862 0.38
H -2.406 -7.534 4.618 0.27
C -3.417 -1.751 4.924 -1.10
C -4.184 -0.769 4.098 -0.10
N -4.363 0.602 4.709 0.45
C -3.081 1.243 5.036 -1.41
C -5.099 1.408 3.634 -0.42
C -4.237 1.902 2.453 -1.00
C -5.274 0.517 5.926 -0.75
C -5.197 1.695 6.878 -0.75
O -5.698 2.878 6.320 -0.31
C -5.576 3.959 7.205 -0.80
H -3.761 -1.777 5.937 0.40
H -2.363 -1.635 4.850 0.26
H -3.620 -2.714 4.409 0.33
H -5.227 -1.083 4.051 0.31
H -3.810 -0.580 3.072 0.13
H -3.270 2.319 5.072 0.32
H -2.466 0.920 4.192 0.58
H -2.741 0.887 6.023 0.43
H -5.565 2.270 4.070 0.47
H -5.943 0.769 3.294 0.36
H -3.587 2.722 2.793 0.30
H -4.846 2.411 1.700 0.46
H -3.567 1.161 2.022 0.21
H -5.005 -0.455 6.375 0.44
H -6.237 0.298 5.529 0.43
H -4.157 1.764 7.137 0.40
H -5.738 1.480 7.781 0.57
H -4.514 4.281 7.303 0.32
H -5.986 3.939 8.222 0.33
H -6.170 4.707 6.706 0.27
C 7.972 1.055 -2.530 -1.11
C 7.160 -0.201 -2.203 -0.47
N 5.676 0.075 -2.359 0.75
C 5.234 1.011 -1.338 -0.79
C 5.279 0.612 -3.703 -0.08
C 5.860 -0.057 -4.899 -1.89
C 4.973 -1.252 -2.042 -0.80
C 3.475 -1.379 -2.318 -0.48
O 3.240 -1.148 -3.662 -0.26
C 2.215 -1.995 -4.187 -0.83
H 7.694 1.816 -1.849 0.26
H 7.898 1.327 -3.588 0.27
H 9.041 0.794 -2.382 0.46
H 7.271 -0.565 -1.177 0.53
H 7.335 -0.978 -2.937 0.49
H 4.148 0.917 -1.209 -0.10
H 5.512 2.015 -1.689 0.19
H 5.707 0.823 -0.353 0.29
H 5.572 1.654 -3.653 0.65
H 4.218 0.591 -3.733 0.17
H 5.562 -1.052 -5.087 0.34
H 6.876 0.102 -4.991 0.48
H 5.429 0.513 -5.755 0.43
H 5.139 -1.384 -0.977 0.34
H 5.391 -2.066 -2.638 0.46
H 2.923 -0.729 -1.660 0.13
H 3.273 -2.439 -2.070 0.60
H 2.288 -1.955 -5.259 0.31
H 1.228 -1.732 -3.776 0.16
H 2.335 -3.004 -3.840 0.47
C -3.162 -0.856 -5.872 -1.45
C -3.156 0.534 -5.255 -0.62
N -1.940 0.988 -4.466 1.28
C -1.891 0.278 -3.110 -0.60
C -0.798 0.585 -5.344 -0.44
C 0.542 1.283 -4.940 -1.24
C -1.982 2.504 -4.164 -0.13
C -3.436 3.020 -3.923 -1.23
O -4.064 2.380 -2.830 -0.35
C -3.909 2.852 -1.469 -0.60
H -4.081 -0.860 -6.414 0.46
H -3.199 -1.700 -5.154 0.27
H -2.420 -1.100 -6.578 0.42
H -4.036 0.796 -4.628 0.49
H -3.290 1.278 -6.090 0.47
H -1.305 0.829 -2.366 -0.14
H -1.423 -0.703 -3.223 0.39
H -2.897 0.042 -2.767 0.33
H -1.192 0.899 -6.361 0.34
H -0.791 -0.549 -5.376 0.35
H 1.302 0.888 -5.650 0.40
H 0.864 1.241 -3.889 0.20
H 0.435 2.327 -5.167 0.43
H -1.629 3.041 -5.062 0.41
H -1.255 2.694 -3.354 0.09
H -4.016 2.904 -4.843 0.42
H -3.155 4.062 -3.773 0.50
H -4.499 3.731 -1.188 0.46
H -2.859 2.996 -1.198 0.20
H -4.385 2.052 -0.957 0.21
C 5.854 5.050 -0.035 -0.51
O 4.979 4.698 1.051 -0.35
C 5.639 3.994 2.073 -0.48
C 4.604 3.689 3.156 -0.86
N 3.381 3.055 2.471 0.48
H 2.578 3.255 3.032 0.46
H 3.345 3.557 1.594 0.09
C 3.409 1.553 2.366 0.29
C 2.138 1.005 3.026 -0.53
O 1.908 1.653 4.264 -0.47
C 1.693 0.804 5.412 -0.69
H 5.310 5.815 -0.579 0.18
H 6.051 4.192 -0.690 0.04
H 6.790 5.408 0.387 0.43
H 6.453 4.557 2.453 0.61
H 5.959 2.974 1.802 0.22
H 4.273 4.687 3.490 0.41
H 4.834 3.117 4.075 0.44
H 4.261 1.248 2.990 0.66
H 3.601 1.216 1.350 -0.83
H 2.271 -0.049 3.220 0.68
H 1.301 1.238 2.362 -0.01
H 1.495 1.405 6.272 0.28
H 2.665 0.301 5.560 0.36
H 0.885 0.029 5.225 0.19
C 1.957 5.082 -3.882 0.32
F 0.906 4.512 -4.506 -0.16
F 2.815 5.287 -4.874 -0.20
F 1.571 6.205 -3.240 -0.20
S 2.718 3.916 -2.636 1.14
O 2.505 2.606 -3.191 -0.51
O 4.049 4.396 -2.471 -0.67
N 1.873 4.199 -1.325 -0.59
S 1.094 2.976 -0.666 -0.15
O -0.015 2.442 -1.442 -0.23
O 2.005 2.028 -0.107 0.14
C 0.227 4.027 0.680 0.24
F -0.725 4.685 0.133 -0.18
F -0.379 3.294 1.616 -0.14
F 1.040 4.825 1.279 -0.24
```